No. 1
DFT (the ωB97M-V functional and the def2-TZVPD basis) results for a structure of composition C31H36AsF6GeN3O4SSiV.

Each line ends with the Löwdin spin population.
Atoms and positions in Å:
V1 -1.01 -0.42 -1.05  1.0988
C1 -3.34 1.17 1.55  -0.0048
Ge1 -1.43 0.93 1.14  -0.0372
C2 -0.80 2.74 0.68  -0.0121
C3 0.52 3.11 0.92  -0.0031
C4 0.95 4.41 0.67  0.0000
C5 0.06 5.35 0.19  -0.0026
C6 -1.26 5.00 -0.04  -0.0001
C7 -1.69 3.70 0.20  -0.0034
C8 -0.22 0.46 2.63  -0.0036
C9 0.63 -0.60 2.49  -0.0001
C10 1.58 -0.94 3.49  0.0001
C11 1.67 -0.19 4.62  0.0000
C12 0.82 0.93 4.81  -0.0001
C13 0.91 1.72 5.98  -0.0001
C14 0.11 2.80 6.16  0.0000
C15 -0.83 3.15 5.17  0.0000
C16 -0.94 2.41 4.03  -0.0005
C17 -0.13 1.27 3.81  -0.0010
H1 -3.48 1.85 2.39  -0.0009
H2 -3.84 0.24 1.77  0.0000
H3 -3.81 1.61 0.67  -0.0001
H4 1.22 2.40 1.33  -0.0001
H5 1.98 4.68 0.87  0.0000
H6 0.40 6.37 0.00  -0.0002
H7 -1.96 5.73 -0.43  0.0000
H8 -2.72 3.45 -0.01  -0.0002
H9 0.58 -1.22 1.60  0.0004
H10 2.23 -1.79 3.34  0.0000
H11 2.39 -0.44 5.39  0.0000
H12 1.64 1.44 6.74  0.0000
H13 0.18 3.40 7.06  0.0000
H14 -1.46 4.02 5.31  0.0000
H15 -1.65 2.70 3.27  -0.0003
C18 -4.05 -2.19 0.13  -0.0063
Si1 -2.26 -1.96 0.67  -0.0474
C19 -2.44 -1.92 2.55  -0.0018
C20 -1.16 -3.47 0.36  -0.0205
H16 -4.58 -2.64 0.97  -0.0010
H17 -4.16 -2.84 -0.74  -0.0001
H18 -4.54 -1.24 -0.10  -0.0003
H19 -2.51 -2.98 2.83  -0.0007
H20 -3.37 -1.45 2.85  0.0001
H21 -1.63 -1.49 3.12  -0.0001
H22 -1.68 -4.33 0.80  -0.0035
H23 -0.20 -3.36 0.87  0.0000
H24 -0.98 -3.68 -0.69  0.0001
F1 -2.23 0.99 -1.97  0.0160
As1 -1.19 1.83 -3.27  0.0001
F2 -1.82 3.32 -2.73  0.0000
F3 -0.01 1.79 -1.98  0.0038
F4 -0.11 2.54 -4.37  0.0001
F5 -0.61 0.22 -3.64  0.0023
F6 -2.47 1.63 -4.38  0.0001
O1 2.03 -2.14 -2.29  0.0053
C21 1.91 -1.35 -1.37  0.0043
O2 0.74 -1.01 -0.87  0.0222
C22 3.10 -0.73 -0.72  -0.0003
C23 2.95 0.25 0.25  0.0004
C24 4.07 0.82 0.85  0.0000
C25 5.31 0.38 0.45  0.0002
C26 5.49 -0.59 -0.52  -0.0001
C27 4.37 -1.15 -1.11  0.0002
N1 6.51 0.98 1.08  0.0000
O3 7.60 0.61 0.68  0.0001
O4 6.33 1.80 1.95  0.0000
H25 1.96 0.57 0.54  0.0000
H26 3.98 1.58 1.61  0.0000
H27 6.49 -0.89 -0.80  0.0000
H28 4.46 -1.91 -1.87  0.0000
S1 -2.38 -1.93 -2.47  -0.0031
C28 -1.49 -2.51 -3.83  0.0004
N2 -2.22 -2.86 -4.90  0.0000
C29 -1.67 -3.38 -6.14  -0.0001
C30 -0.34 -4.06 -5.85  0.0000
C31 0.53 -3.11 -5.05  0.0001
N3 -0.19 -2.66 -3.87  0.0007
H29 -3.21 -2.67 -4.83  -0.0001
H30 -1.53 -2.57 -6.86  0.0000
H31 -2.39 -4.08 -6.56  0.0000
H32 0.14 -4.34 -6.78  0.0000
H33 -0.51 -4.97 -5.27  0.0000
H34 0.82 -2.25 -5.66  0.0000
H35 1.45 -3.59 -4.71  0.0000
H36 0.40 -2.43 -3.06  0.0000

The HOMO energy (spin up / spin down) is -0.3042 / -0.3024 Ha. The total charge is 0. The HOMO-LUMO gap (spin up / spin down) comes out at 7.27 / 7.37 eV. As for the spin multiplicity: 2.

---

No. 2
DFT (the ωB97M-V functional and the def2-TZVPD basis) results for a structure of composition C29H37N6NaO6S in a non-equilibrium geometry.

Each line ends with the Löwdin charge.
Atoms and positions in Å:
Na1 0.92 0.50 -0.01  0.2979
C1 0.27 3.74 0.65  -0.0328
N1 -0.56 1.80 2.00  -0.0290
C2 -2.85 1.14 1.32  -0.1124
C3 -3.95 0.05 1.36  -0.1693
C4 -3.84 -0.93 0.18  -0.2442
N2 -2.52 -1.48 0.07  0.0301
C5 -2.32 -2.73 0.11  -0.1328
C6 -1.02 -3.38 0.14  -0.1505
C7 -0.99 -4.77 0.25  -0.0930
C8 0.19 -5.49 0.35  -0.1474
C9 1.40 -4.78 0.36  -0.1258
C10 1.41 -3.42 0.24  -0.0369
C11 0.22 -2.64 0.09  -0.3940
O1 0.28 -1.38 -0.08  -0.1238
C12 0.53 1.97 2.99  -0.1598
C13 1.16 0.76 3.70  -0.1625
C14 1.80 -0.32 2.82  -0.2285
N3 2.51 0.22 1.68  0.0370
C15 3.66 -0.23 1.41  -0.1199
C16 4.45 0.11 0.24  -0.1412
C17 5.77 -0.37 0.18  -0.0880
C18 6.60 -0.12 -0.88  -0.1498
C19 6.11 0.62 -1.96  -0.1319
C20 4.82 1.09 -1.95  -0.0391
C21 3.91 0.84 -0.87  -0.3843
O2 2.70 1.23 -0.94  -0.1332
H1 -0.12 4.58 0.07  0.0832
H2 0.73 3.03 -0.03  0.0716
H3 1.03 4.14 1.32  0.0807
H4 -2.34 1.06 0.36  0.1162
H5 -3.33 2.11 1.41  0.1144
H6 -4.93 0.51 1.32  0.1038
H7 -3.91 -0.52 2.29  0.0953
H8 -4.04 -0.37 -0.75  0.1138
H9 -4.62 -1.71 0.27  0.1005
H10 -3.19 -3.42 0.18  0.1105
H11 -1.94 -5.30 0.27  0.0938
H12 0.18 -6.57 0.43  0.0754
H13 2.33 -5.33 0.46  0.0898
H14 2.35 -2.86 0.25  0.1044
H15 0.23 2.66 3.77  0.1193
H16 1.35 2.43 2.43  0.1021
H17 0.43 0.28 4.35  0.0960
H18 1.94 1.20 4.33  0.1074
H19 1.01 -0.95 2.44  0.0848
H20 2.46 -0.95 3.45  0.1081
H21 4.13 -0.96 2.09  0.1160
H22 6.14 -0.95 1.03  0.0958
H23 7.62 -0.50 -0.89  0.0755
H24 6.75 0.83 -2.81  0.0863
H25 4.43 1.66 -2.79  0.1019
C22 0.39 -2.98 -3.37  -0.0949
N4 -0.29 -1.70 -3.29  0.0174
C23 0.33 -0.52 -2.93  -0.6375
N5 1.70 -0.51 -2.99  0.1837
O3 -0.34 0.48 -2.71  0.0240
H26 -0.31 -3.72 -3.77  0.0783
H27 0.74 -3.34 -2.40  0.0662
H28 1.23 -2.91 -4.05  0.0760
H29 -1.23 -1.73 -2.93  0.1217
H30 2.16 -1.37 -2.75  0.0868
H31 2.09 0.29 -2.48  0.0657
N6 -1.31 -0.37 2.55  0.1112
C24 -1.75 1.01 2.42  -0.4730
C25 -2.34 1.44 3.75  -0.0168
C26 -2.51 2.68 4.19  -0.0697
C27 -2.12 3.93 3.54  -0.2606
C28 -1.45 4.14 2.40  -0.0213
C29 -0.90 3.12 1.43  -0.3386
S1 -2.64 5.39 4.48  0.4069
O4 -4.10 5.35 4.42  -0.3835
O5 -2.11 5.14 5.82  -0.3847
O6 -2.05 6.54 3.81  -0.3888
H32 -2.07 -0.94 2.91  0.0702
H33 -1.11 -0.72 1.61  0.0509
H34 -2.70 0.62 4.37  0.1052
H35 -2.99 2.84 5.15  0.1013
H36 -1.28 5.18 2.16  0.1032
H37 -1.67 2.95 0.67  0.1194

The HOMO energy is -0.1057 Ha. The total charge is -2. The HOMO-LUMO gap comes out at 6.60 eV. As for the spin multiplicity: 1.

---

No. 3
DFT (the ωB97M-V functional and the def2-TZVPD basis) results for a structure of composition C44H51AsN5O5S4SiSr in a non-equilibrium geometry.

Each line ends with the Löwdin spin population.
Atoms and positions in Å:
Sr1 13.08 13.34 17.49  0.0000
C1 13.28 14.81 22.06  0.0000
N1 12.02 14.82 21.58  0.0000
C2 11.18 15.99 21.87  0.0000
C3 10.01 15.74 21.22  0.0000
N2 10.30 14.57 20.38  0.0000
C4 11.35 13.99 20.77  0.0000
S1 11.89 12.41 20.16  0.0000
C5 9.51 14.17 19.10  0.0000
C6 8.13 14.02 19.18  0.0000
C7 7.53 13.46 18.07  0.0000
C8 8.23 13.33 16.92  0.0000
C9 9.63 13.41 16.94  0.0000
N3 10.34 14.03 18.06  0.0000
H1 13.38 14.85 23.18  0.0000
H2 13.89 15.55 21.60  0.0000
H3 13.92 13.66 21.78  0.0000
H4 11.61 16.74 22.65  0.0000
H5 9.44 19.78 19.00  0.0000
H6 7.71 14.81 19.97  0.0000
H7 6.29 13.79 17.90  0.0000
H8 9.03 20.39 4.51  1.0000
H9 10.25 12.99 16.20  0.0000
S2 12.84 16.22 18.67  0.0000
C10 14.36 16.85 18.92  0.0000
S3 15.85 15.90 18.78  0.0000
C11 14.60 18.17 19.24  0.0000
C12 13.54 18.99 19.76  0.0000
N4 12.64 19.58 20.13  0.0000
C13 15.96 18.81 19.36  0.0000
N5 16.82 19.55 19.54  0.0000
C14 11.10 6.23 16.68  0.0000
C15 10.97 7.74 16.57  0.0000
C16 9.42 8.11 15.84  0.0000
C17 11.05 8.55 17.91  0.0000
O1 12.01 8.19 15.74  0.0000
Si1 13.03 9.56 15.85  0.0000
O2 12.26 10.76 16.88  0.0000
O3 14.04 9.51 14.54  0.0000
C18 14.22 10.13 13.35  0.0000
C19 15.31 10.51 12.69  0.0000
C20 15.13 11.35 11.41  0.0000
C21 12.62 9.89 12.48  0.0000
O4 14.12 8.75 16.97  0.0000
C22 15.31 9.23 17.60  0.0000
C23 15.61 10.53 17.09  0.0000
C24 15.26 9.43 19.17  0.0000
C25 16.52 8.34 17.34  0.0000
H10 11.91 5.73 17.54  0.0000
H11 10.96 5.65 15.80  0.0000
H12 10.18 5.86 17.32  0.0000
H13 9.63 9.11 15.38  0.0000
H14 8.64 8.58 16.71  0.0000
H15 9.10 7.35 14.94  0.0000
H16 10.06 8.52 18.26  0.0000
H17 11.25 9.56 18.09  0.0000
H18 11.46 7.68 18.35  0.0000
H19 16.38 10.83 13.08  0.0000
H20 9.59 19.29 19.56  0.0000
H21 8.94 16.52 21.28  0.0000
H22 15.91 11.76 10.85  0.0000
H23 7.53 13.29 16.02  0.0000
H24 14.40 12.06 11.32  0.0000
H25 12.11 9.60 13.28  0.0000
H26 12.67 9.07 11.67  0.0000
H27 12.27 10.64 11.96  0.0000
H28 15.93 11.00 16.24  0.0000
H29 16.47 11.24 17.85  0.0000
H30 14.81 11.55 17.41  0.0000
H31 14.70 10.23 19.63  0.0000
H32 16.23 9.71 19.74  0.0000
H33 14.75 8.43 19.62  0.0000
H34 17.49 8.69 18.06  0.0000
H35 16.81 8.59 16.37  0.0000
H36 16.53 7.20 17.50  0.0000
O5 12.45 14.47 15.62  0.0000
As1 12.58 15.78 14.66  0.0000
C26 14.48 16.03 14.30  0.0000
C27 15.30 16.68 15.23  0.0000
C28 16.67 16.62 15.08  0.0000
C29 17.18 15.72 14.15  0.0000
C30 16.26 15.05 12.91  0.0000
C31 15.04 15.35 13.04  0.0000
C32 11.62 17.42 15.24  0.0000
C33 12.29 18.33 16.27  0.0000
C34 11.56 19.51 16.47  0.0000
C35 10.34 19.90 15.77  0.0000
C36 10.01 19.07 14.66  0.0000
C37 10.56 17.93 14.55  0.0000
C38 11.56 15.70 13.04  0.0000
C39 12.11 16.10 11.85  0.0000
C40 11.30 16.01 10.60  0.0000
C41 10.06 15.65 10.31  0.0000
C42 9.78 14.76 11.64  0.0000
C43 10.25 14.91 12.90  0.0000
H37 15.14 17.52 15.86  0.0000
H38 17.32 17.10 15.83  0.0000
H39 18.46 15.87 13.98  0.0000
H40 16.82 14.47 12.11  0.0000
H41 14.59 14.79 12.24  0.0000
H42 13.17 18.25 16.96  0.0000
H43 11.76 20.26 17.47  0.0000
H44 9.78 20.89 16.14  0.0000
H45 9.33 19.50 14.00  0.0000
H46 10.12 17.11 14.26  0.0000
H47 12.93 16.78 11.93  0.0000
H48 11.79 16.68 9.66  0.0000
H49 9.92 15.32 9.31  0.0000
H50 8.76 14.39 11.38  0.0000
H51 9.69 14.25 13.49  0.0000
S4 16.87 13.30 18.56  0.0000
C44 15.49 14.33 18.21  0.0000

The HOMO energy is 0.0240 Ha. The total charge is -2. The HOMO-LUMO gap comes out at 2.36 eV. As for the spin multiplicity: 2.